DFT (ωB97M-V with the def2-TZVPD basis set) results for C5H8O as an isolated structure.

CARTESIAN COORDINATES (ANGSTROEM)
C (-0.930, 1.138, -0.435)
C (0.015, 0.098, -0.184)
C (0.326, -0.927, -1.242)
O (-1.295, -0.899, 0.802)
C (1.025, 0.298, 0.830)
C (1.887, 0.479, 1.653)
H (-0.789, 2.082, 0.085)
H (-1.323, 1.202, -1.448)
H (-1.646, 0.204, 0.343)
H (0.732, -1.842, -0.809)
H (1.062, -0.501, -1.934)
H (-0.583, -1.165, -1.800)
H (-1.130, -0.813, 1.757)
H (2.650, 0.648, 2.382)

Cartesian forces, eV/Å:
C 0.295 0.162 -0.215
C 0.055 0.279 -0.193
C -0.016 -0.055 -0.002
O -0.161 0.087 0.309
C 0.344 0.061 0.348
C -0.346 -0.057 -0.333
H -0.031 -0.165 -0.051
H 0.052 -0.036 0.154
H 0.058 -0.319 0.167
H -0.056 0.144 -0.053
H -0.101 -0.029 0.122
H 0.121 0.047 0.076
H -0.072 -0.083 -0.186
H -0.143 -0.036 -0.144

As for the charge: 0. The spin multiplicity is 1. The HOMO-LUMO gap comes out at 0.3385 hartree. The LUMO energy is 0.65 eV. The calculation puts the energy above the lowest of the compared OMol25 structures with the same formula, charge and spin at 472.9 kJ/mol.



DFT (ωB97M-V with the def2-TZVPD basis set) results for a 2-piece molecular cluster, C3H2Cl2 overall.

CARTESIAN COORDINATES (ANGSTROEM)
C (0.767, 0.709, 0.592)
C (1.954, 0.125, 0.052)
C (0.765, -0.437, -0.258)
Cl (3.596, 0.034, -0.160)
Cl (-4.098, 0.646, -0.127)
H (-3.262, 0.142, 0.697)
H (0.277, -1.218, -0.796)

Cartesian forces, eV/Å:
C 0.452 1.283 0.910
C -1.700 -0.378 -0.111
C 1.126 -0.777 -0.680
Cl 0.216 0.046 0.009
Cl -0.034 0.010 -0.045
H 0.051 -0.006 0.050
H -0.111 -0.178 -0.133

As for the charge: 0. The spin multiplicity is 3. The HOMO-LUMO gap (spin up / spin down) comes out at 0.2513 / 0.3572 hartree. The LUMO energy (spin up / spin down) is 0.75 / -1.72 eV. The calculation puts the energy above the lowest of the compared OMol25 structures with the same formula, charge and spin at 109.5 kJ/mol. As for the expectation value of S²: 2.011.



DFT (ωB97M-V with the def2-TZVPD basis set) results for the molecule C6H10O.

CARTESIAN COORDINATES (ANGSTROEM)
C (-0.862, -1.057, 0.129)
C (0.327, -0.710, -0.357)
C (-1.301, 0.332, 0.457)
C (0.035, 0.827, -0.234)
C (1.367, -1.633, -0.906)
C (0.877, 1.701, 0.633)
O (-2.617, 0.695, 0.136)
H (-1.559, -1.884, 0.158)
H (-1.280, 0.368, 1.543)
H (-0.033, 1.346, -1.180)
H (1.852, -1.179, -1.817)
H (0.819, -2.555, -1.107)
H (2.113, -1.901, -0.145)
H (1.202, 1.212, 1.467)
H (0.459, 2.593, 0.959)
H (1.794, 1.973, 0.088)
H (-3.193, -0.129, 0.178)

Cartesian forces, eV/Å:
C -9.138 -1.660 3.871
C 8.634 2.858 -3.226
C -0.110 -1.760 0.353
C -0.684 -1.120 -0.155
C -0.476 1.414 -0.291
C 1.694 -0.153 -2.145
O -1.387 -0.686 -0.735
H 0.417 -0.421 -0.486
H 0.813 0.779 0.669
H -0.601 -0.089 -0.622
H -0.238 -0.789 0.879
H 0.283 -0.179 -0.527
H 0.247 0.106 -0.160
H 0.812 -1.526 2.433
H -1.339 1.703 0.282
H -0.142 -0.015 0.064
H 1.215 1.538 -0.204

As for the charge: 0. The spin multiplicity is 3. The HOMO-LUMO gap (spin up / spin down) comes out at 0.2168 / 0.2954 hartree. The LUMO energy (spin up / spin down) is 1.03 / -1.83 eV. The calculation puts the energy above the lowest of the compared OMol25 structures with the same formula, charge and spin at 111.6 kJ/mol. As for the expectation value of S²: 2.007.



DFT (ωB97M-V with the def2-TZVPD basis set) results for a 7-piece molecular cluster, C36H70BrN4O22PS7 overall.

CARTESIAN COORDINATES (ANGSTROEM)
C (5.568, 1.256, 1.563)
C (5.617, 0.689, 0.121)
C (5.136, 1.399, -1.067)
C (4.467, 2.819, -0.930)
C (2.904, 2.548, -1.143)
C (1.968, 3.457, -0.251)
C (0.659, 3.722, -1.118)
C (-0.051, 2.328, -1.452)
C (-1.607, 2.533, -1.460)
C (-2.379, 1.187, -1.808)
S (-2.698, 0.201, -0.254)
C (-3.976, -1.001, -0.693)
N (-3.752, -2.303, -1.074)
N (-4.959, -2.839, -1.261)
C (-5.992, -1.975, -1.056)
O (-5.318, -0.825, -0.709)
C (5.215, 0.852, -2.440)
P (4.553, 1.848, -3.902)
N (3.213, 0.970, -4.624)
O (5.826, 1.968, -5.039)
C (5.805, -0.475, -2.639)
C (6.247, -1.196, -1.474)
C (6.175, -0.644, -0.090)
C (6.736, -1.693, 0.914)
O (6.996, -1.614, 2.072)
N (6.827, -2.877, 0.070)
Br (5.491, -4.118, 0.580)
C (6.862, -2.616, -1.358)
O (7.248, -3.335, -2.226)
H (6.093, 2.256, 1.533)
H (6.131, 0.628, 2.305)
H (4.539, 1.445, 1.955)
H (4.817, 3.491, -1.751)
H (4.677, 3.301, 0.054)
H (2.728, 1.475, -0.846)
H (2.596, 2.667, -2.209)
H (1.599, 2.892, 0.656)
H (2.457, 4.397, 0.102)
H (1.040, 4.092, -2.113)
H (-0.054, 4.432, -0.638)
H (0.226, 2.005, -2.495)
H (0.281, 1.516, -0.756)
H (-1.847, 3.239, -2.306)
H (-2.033, 2.948, -0.513)
H (-3.399, 1.504, -2.162)
H (-1.838, 0.560, -2.556)
H (-7.084, -2.153, -1.128)
H (3.569, 0.514, -5.480)
H (2.536, 1.651, -4.990)
H (6.372, 1.165, -4.907)
H (5.895, -0.900, -3.661)
C (2.913, 8.847, -2.975)
C (1.983, 9.821, -2.276)
O (0.624, 9.358, -2.285)
S (0.203, 8.218, -1.243)
C (-1.545, 8.378, -1.438)
O (0.565, 8.643, 0.083)
O (0.606, 6.943, -1.758)
H (3.002, 7.917, -2.412)
H (3.910, 9.277, -3.079)
H (2.531, 8.591, -3.965)
H (2.315, 10.022, -1.254)
H (1.991, 10.772, -2.809)
H (-1.849, 9.365, -1.095)
H (-2.019, 7.606, -0.833)
H (-1.795, 8.235, -2.487)
C (2.750, -2.977, -4.943)
C (1.274, -3.022, -4.598)
O (1.047, -3.624, -3.318)
S (1.321, -2.746, -2.005)
C (0.511, -3.814, -0.855)
O (0.579, -1.522, -2.099)
O (2.727, -2.754, -1.726)
H (3.285, -2.288, -4.286)
H (2.893, -2.642, -5.973)
H (3.206, -3.961, -4.821)
H (0.826, -2.026, -4.639)
H (0.752, -3.640, -5.330)
H (-0.550, -3.852, -1.096)
H (0.657, -3.401, 0.142)
H (0.961, -4.804, -0.919)
C (-5.780, -3.607, 1.673)
C (-5.848, -4.970, 1.013)
O (-5.923, -6.027, 1.982)
S (-7.332, -6.308, 2.693)
C (-6.913, -7.874, 3.394)
O (-8.332, -6.508, 1.684)
O (-7.511, -5.365, 3.758)
H (-6.719, -3.368, 2.178)
H (-5.588, -2.833, 0.933)
H (-4.993, -3.581, 2.429)
H (-6.685, -5.030, 0.313)
H (-4.937, -5.137, 0.438)
H (-6.724, -8.582, 2.590)
H (-7.758, -8.206, 3.997)
H (-6.032, -7.754, 4.022)
C (3.113, 13.042, 5.020)
C (3.597, 11.721, 4.451)
O (2.507, 10.893, 4.032)
S (1.789, 11.225, 2.632)
C (0.886, 9.719, 2.478)
O (2.788, 11.278, 1.601)
O (0.862, 12.300, 2.833)
H (2.662, 13.662, 4.243)
H (3.944, 13.599, 5.456)
H (2.353, 12.877, 5.785)
H (4.299, 11.878, 3.628)
H (4.128, 11.169, 5.227)
H (1.588, 8.895, 2.378)
H (0.269, 9.793, 1.595)
H (0.261, 9.593, 3.361)
C (5.350, -5.812, -2.784)
C (5.824, -7.147, -3.319)
O (4.725, -7.987, -3.707)
S (3.998, -7.692, -5.105)
C (3.091, -9.205, -5.201)
O (4.983, -7.672, -6.147)
O (3.070, -6.613, -4.927)
H (4.892, -5.213, -3.573)
H (6.183, -5.246, -2.371)
H (4.595, -5.953, -2.007)
H (6.519, -7.015, -4.152)
H (6.362, -7.680, -2.534)
H (3.794, -10.031, -5.283)
H (2.459, -9.158, -6.087)
H (2.476, -9.303, -4.309)
C (-10.728, -5.676, 5.802)
C (-9.723, -6.724, 6.237)
O (-9.588, -6.767, 7.664)
S (-10.727, -7.514, 8.514)
C (-9.841, -7.593, 10.041)
O (-10.892, -8.844, 8.003)
O (-11.840, -6.628, 8.677)
H (-11.739, -5.953, 6.103)
H (-10.717, -5.561, 4.717)
H (-10.505, -4.713, 6.264)
H (-9.984, -7.710, 5.842)
H (-8.742, -6.465, 5.836)
H (-8.964, -8.223, 9.907)
H (-10.504, -8.024, 10.788)
H (-9.554, -6.585, 10.333)

Cartesian forces, eV/Å:
C 0.619 0.817 -0.288
C 0.420 -1.730 -0.993
C 0.469 0.259 -0.736
C -0.614 -1.182 -0.504
C 0.203 0.076 1.495
C -1.202 -0.432 -0.478
C 1.031 -1.062 -0.365
C -0.414 0.905 -0.007
C 0.067 -1.138 -0.592
C -0.877 0.798 -0.083
S -0.883 -0.449 -0.434
C -0.087 -3.019 -1.454
N -0.679 3.054 1.086
N -3.157 -0.895 -0.741
C 6.078 -0.739 -0.398
O -1.706 2.191 0.668
C 1.027 -2.273 1.174
P -0.602 2.319 0.297
N 1.541 -0.201 -0.865
O -0.774 -1.991 1.523
C -0.100 0.904 2.039
C 0.129 1.056 1.192
C -0.608 1.368 -2.388
C -1.303 1.039 -2.609
O -0.095 -0.288 -0.276
N 0.677 -1.361 0.846
Br 0.668 0.140 -0.180
C -1.652 2.434 0.334
O -0.012 -0.104 0.534
H -0.585 -0.915 0.167
H -0.658 0.408 -0.972
H 0.695 -0.266 -0.520
H -0.129 -0.532 0.754
H -0.219 -0.541 -0.731
H 0.003 1.021 -0.501
H 0.581 -0.123 0.758
H 0.707 0.541 -0.714
H -0.363 -0.656 -0.488
H -0.710 0.289 1.087
H 0.635 -0.469 -0.448
H -0.138 0.168 1.089
H -0.428 0.641 -0.437
H 0.171 -0.539 0.919
H 0.540 -0.235 -0.690
H 1.029 -0.594 0.065
H -0.472 0.511 0.623
H 1.167 0.639 0.190
H -0.371 -0.295 0.563
H 0.454 -0.106 0.497
H 0.060 0.561 -0.517
H -0.068 0.132 0.925
C -0.064 -0.324 0.074
C 0.996 0.157 -0.080
O -0.506 -0.294 0.394
S -0.401 0.501 -0.799
C -0.041 0.096 -0.021
O 0.167 -0.716 -0.882
O 0.131 0.121 0.427
H 0.023 0.054 -0.017
H -0.075 0.074 0.014
H 0.038 0.099 0.014
H -0.194 -0.065 0.029
H -0.359 -0.060 0.057
H 0.049 -0.034 -0.025
H 0.129 -0.010 0.008
H 0.067 -0.002 0.044
C 0.282 0.089 0.265
C 0.367 0.311 -0.786
O -0.141 0.118 0.618
S -0.393 -0.741 -0.149
C -0.084 -0.117 -0.058
O 0.400 0.107 -0.069
O -0.123 0.369 -0.022
H -0.068 0.032 -0.031
H -0.095 -0.054 -0.003
H -0.133 -0.005 -0.121
H -0.010 -0.039 0.219
H -0.100 -0.141 0.309
H 0.046 0.053 -0.016
H 0.054 0.090 -0.093
H 0.021 0.066 -0.040
C -0.226 0.102 0.489
C 0.169 0.840 -0.502
O -0.425 -0.434 0.354
S 0.803 -0.452 -0.109
C 0.119 -0.032 -0.011
O -0.032 0.403 0.236
O -0.331 -0.042 -0.252
H 0.036 -0.021 -0.009
H 0.060 -0.286 0.372
H 0.013 -0.041 -0.079
H -0.026 -0.164 0.127
H -0.066 -0.260 0.139
H -0.016 0.068 0.013
H -0.025 0.102 -0.057
H -0.047 0.037 -0.036
C -0.200 0.176 -0.169
C 0.478 0.611 0.324
O -0.213 -0.168 -0.408
S -0.244 -0.830 0.470
C 0.054 0.235 0.706
O -0.115 0.390 0.138
O 0.335 0.091 -0.270
H 0.039 -0.028 0.035
H 0.017 -0.096 0.004
H 0.099 -0.037 0.018
H -0.157 -0.088 -0.090
H -0.204 -0.234 -0.131
H -0.037 0.072 -0.057
H 0.082 0.223 0.152
H 0.111 0.099 0.042
C -0.261 0.030 -0.197
C 0.532 0.731 0.341
O -0.385 -0.298 -0.513
S 0.073 -0.571 0.593
C 0.001 -0.081 0.089
O -0.178 0.353 0.112
O 0.241 0.025 -0.293
H 0.051 -0.004 0.050
H 0.002 -0.155 -0.032
H 0.073 -0.037 0.000
H -0.167 -0.109 -0.092
H -0.223 -0.256 -0.128
H 0.000 0.072 0.014
H 0.071 0.112 0.014
H 0.044 0.048 -0.034
C -0.320 -0.013 0.108
C -0.164 0.254 -0.894
O -0.096 -0.351 0.551
S 0.657 0.302 0.122
C 0.128 0.043 0.005
O -0.250 0.271 -0.082
O -0.037 -0.357 -0.138
H 0.049 -0.004 -0.026
H 0.121 -0.024 0.036
H 0.091 -0.044 -0.081
H -0.052 -0.040 0.238
H 0.059 -0.014 0.334
H -0.051 0.032 -0.034
H -0.064 0.010 -0.121
H -0.041 -0.035 -0.051

As for the charge: 0. The spin multiplicity is 1. The HOMO-LUMO gap comes out at 0.2834 hartree. The LUMO energy is -0.82 eV.